[1]
Below is C36H70InN4O4 as an isolated structure in a non-equilibrium geometry, with properties calculated with ωB97M-V with the def2-TZVPD basis set.

Output
E_HOMO ... -0.16899 hartree
Molecular weight ... 737.80 g mol⁻¹
HOMO-LUMO gap ... 6.235 eV
Total charge ... -1

```
115
Properties=species:S:1:pos:R:3:mulliken_charge:R:1
C 0.3689 -0.9863 2.0630 -0.9024
C 0.6235 0.1305 0.8491 0.5063
C -0.8137 0.3733 0.0309 -0.2743
C -0.4513 0.4700 -1.5668 -0.3633
C -1.7433 0.6585 -2.5593 -0.7846
C -2.9786 -0.3987 -2.2730 0.6727
C -4.3866 0.4060 -2.6686 -0.6523
C -5.5885 -0.6252 -3.0929 -1.0136
In -6.3386 -1.9351 -1.3675 0.8354
C -6.2182 -4.1297 -2.0722 -1.2582
C -4.6833 -4.6779 -2.2194 0.0719
C -3.9748 -5.1804 -0.8330 1.3691
C -4.9989 -5.6792 0.3434 -1.2469
C -2.9946 -6.4926 -1.1693 -0.9078
C -2.0069 -6.2365 -2.4675 -0.5060
C -1.2814 -4.7589 -2.4494 -0.4286
C 0.0225 -4.4374 -1.8078 0.5040
C 0.0050 -3.3732 -0.5448 -0.0606
C 1.4968 -5.0144 -2.2726 -1.0508
C -8.5351 -1.3443 -0.9650 0.0502
C -9.7550 -2.2657 -1.5892 -0.2462
C -11.3086 -1.8537 -1.2654 -0.3823
C -11.6545 -0.5184 -0.3538 -0.3421
C -10.4639 0.4207 0.2771 -0.3682
C -8.8902 -0.0255 -0.0385 -0.3469
H -0.0544 -0.4174 3.0088 0.0726
H -0.4344 -1.7971 1.7679 0.2737
H 1.3722 -1.5708 2.2802 0.2440
H 1.3288 -0.4187 0.0666 0.1830
H 1.0823 1.1313 1.2620 -0.3681
H -1.4910 -0.5540 0.3190 0.1061
H -1.2731 1.3969 0.4234 0.2341
H 0.2103 -0.4192 -1.9678 0.2180
H 0.2226 1.4462 -1.6978 0.1229
H -1.3719 0.4237 -3.6686 0.2670
H -2.1293 1.7869 -2.6103 0.3115
H -3.1024 -0.7023 -1.1458 -0.1210
H -2.9308 -1.3810 -2.9083 -0.1554
H -4.6429 1.0528 -1.7049 0.1947
H -4.1078 1.2005 -3.5071 0.3360
H -5.2919 -1.3436 -3.9965 0.1945
H -6.5151 0.0436 -3.3985 0.2927
H -5.3992 -1.6575 0.1619 -0.4015
H -6.6667 -4.0956 -3.1785 0.2794
H -6.9432 -4.8319 -1.4647 0.2408
H -4.0389 -3.7901 -2.6582 -0.2566
H -4.6512 -5.5442 -3.0314 0.1637
H -3.2386 -4.3794 -0.3507 -0.5248
H -5.7739 -6.4942 0.0165 0.2946
H -4.3798 -6.1380 1.2540 0.3506
H -5.5840 -4.7535 0.8163 0.2004
H -3.6003 -7.4767 -1.3615 0.2708
H -2.2638 -6.7370 -0.2577 0.2916
H -2.5568 -6.4539 -3.4926 0.2698
H -1.1207 -7.0327 -2.3960 0.3512
H -1.8595 -3.8540 -2.9613 0.1759
H -1.0927 -3.1214 -0.1692 -0.2173
H 0.7149 -3.6940 0.3473 0.3187
H 0.4618 -2.3591 -0.9758 -0.1196
H 1.5180 -5.3093 -3.4067 0.3022
H 1.8164 -5.8748 -1.5439 0.2538
H 2.2577 -4.1082 -2.1328 0.2951
H -9.4671 -3.1909 -2.2522 0.2114
H -12.1884 -2.5088 -1.6729 0.2409
H -12.7750 -0.2465 -0.1533 0.2346
H -10.6593 1.3807 0.9237 0.2444
H -8.0324 0.6214 0.4255 0.2122
C 4.2950 2.1077 1.3229 0.1947
O 3.5568 1.1335 1.3885 -0.5311
N 3.8839 3.4171 1.1896 0.3274
C 4.8232 4.5173 1.1188 -0.6672
C 2.4661 3.7030 1.1179 -0.6471
H 5.3920 2.0028 1.3677 0.0263
H 4.6273 5.2041 1.9476 0.3133
H 4.6844 5.0409 0.1684 0.3330
H 5.8548 4.1608 1.1847 0.0005
H 1.9833 3.3383 2.0295 0.0266
H 2.0401 3.1759 0.2588 0.2452
H 2.2935 4.7773 1.0139 0.3999
C 1.4932 3.5825 5.2907 0.0434
O 1.6150 4.1241 4.1997 -0.5449
N 1.1605 2.2602 5.4963 0.2003
C 1.0357 1.6935 6.8233 -0.9646
C 0.9277 1.4091 4.3481 -1.0802
H 1.6481 4.1391 6.2301 0.2447
H 1.7509 0.8719 6.9262 0.3227
H 0.0185 1.3118 6.9512 0.3182
H 1.2372 2.4429 7.5935 0.3159
H 1.8314 1.3887 3.7316 0.3362
H 0.1073 1.8265 3.7566 0.3801
H 0.6746 0.3941 4.6648 0.4474
C 8.9932 3.8825 2.9467 0.0813
O 9.1150 4.4241 1.8557 -0.5631
N 8.6605 2.5602 3.1524 0.1583
C 8.5357 1.9935 4.4794 -0.9128
C 8.4277 1.7091 2.0042 -0.6666
H 9.1481 4.4391 3.8862 0.2903
H 9.2509 1.1719 4.5822 0.3322
H 7.5185 1.6118 4.6073 0.3203
H 8.7372 2.7429 5.2496 0.2924
H 9.3314 1.6887 1.3877 0.3135
H 7.6073 2.1265 1.4126 -0.0377
H 8.1746 0.6941 2.3208 0.3735
C 5.9035 6.0986 -2.3725 0.0833
O 6.3423 6.2726 -1.2431 -0.5822
N 6.4553 5.2718 -3.3282 0.1374
C 5.8738 5.1200 -4.6459 -0.9197
C 7.6563 4.5302 -3.0045 -0.8982
H 4.9936 6.6144 -2.7224 0.3108
H 5.6111 4.0689 -4.7981 0.3390
H 6.6099 5.4258 -5.3952 0.3298
H 4.9754 5.7336 -4.7543 0.2942
H 7.4550 3.8854 -2.1439 0.2492
H 8.4490 5.2358 -2.7381 0.2973
H 7.9751 3.9214 -3.8545 0.3733
```

[2]
Below is a 18-piece molecular cluster, C36H72Br36 overall in a non-equilibrium geometry, with properties calculated with ωB97M-V with the def2-TZVPD basis set.

Output
E_HOMO ... -0.36245 hartree
Molecular weight ... 3381.52 g mol⁻¹
Energy above the lowest of the compared OMol25 structures with the same formula, charge and spin ... 93.1 kJ/mol
HOMO-LUMO gap ... 9.765 eV

```
144
Properties=species:S:1:pos:R:3:mulliken_charge:R:1
Br 2.4210 -0.0401 3.5792 0.1204
C 2.8197 0.1140 5.5576 -0.8616
C 2.5973 -1.2080 6.3204 -0.0003
Br 4.0581 -2.3632 5.9049 -0.1376
H 2.1956 0.9106 5.9625 0.3091
H 3.8826 0.3405 5.6423 0.4826
H 1.6633 -1.6495 5.9729 -0.1830
H 2.6027 -1.2192 7.4103 0.3210
Br -1.8996 -5.7940 -3.7148 -0.1368
C -1.5901 -5.1632 -1.9227 0.0327
C -0.8465 -6.2069 -1.1112 -0.6348
Br -0.6238 -5.5784 0.7812 -0.1484
H -2.5616 -4.8540 -1.5371 -0.0716
H -0.9732 -4.2703 -2.0238 0.0133
H 0.1301 -6.5167 -1.4832 0.4110
H -1.4670 -7.1030 -1.0998 0.4677
Br 2.0782 7.7645 -6.3386 -0.1711
C 2.3659 6.7378 -4.6639 -0.5995
C 1.7373 5.3792 -4.7898 -0.5783
Br 1.6115 4.4624 -3.0182 -0.0225
H 1.9756 7.3426 -3.8454 0.3153
H 3.4505 6.7365 -4.5554 0.3903
H 2.2791 4.6836 -5.4307 0.3820
H 0.7055 5.4089 -5.1400 0.2792
Br 3.9210 -2.1810 0.6637 0.1002
C 3.5299 -3.2636 2.3071 0.1907
C 2.4026 -4.2380 2.0240 -0.0243
Br 1.8799 -5.1427 3.7241 -0.1722
H 3.1972 -2.6878 3.1707 -0.5038
H 4.4778 -3.6442 2.6874 0.4765
H 2.7298 -5.0238 1.3431 0.3919
H 1.4390 -3.8324 1.7156 -0.4317
Br 1.8971 7.2016 0.0985 -0.1753
C 1.3176 5.8535 1.4765 -0.5942
C 1.1629 4.4828 0.8501 -0.2738
Br 0.4538 3.1215 2.2438 -0.0638
H 0.4848 6.3016 2.0184 0.2590
H 2.1507 5.8477 2.1793 0.3913
H 2.1034 4.0349 0.5291 0.3488
H 0.3872 4.4395 0.0855 0.0800
Br -2.4410 1.0720 -9.2572 -0.1304
C -2.4448 0.6455 -7.4190 -0.4522
C -1.8520 1.7604 -6.5554 -0.4423
Br -2.5842 1.7043 -4.7064 0.0684
H -1.7997 -0.1969 -7.1695 0.1482
H -3.4349 0.3343 -7.0861 0.3524
H -2.2183 2.7236 -6.9108 0.4120
H -0.7690 1.6457 -6.5100 0.0459
Br 3.7221 1.8702 0.3977 -0.1867
C 4.4717 1.6161 -1.4126 -0.3853
C 4.0482 0.2109 -1.8653 0.4751
Br 4.7844 -0.2728 -3.5708 -0.1253
H 5.5561 1.7008 -1.3421 0.4592
H 4.0611 2.5299 -1.8421 0.2428
H 2.9679 0.0673 -1.8864 -0.1868
H 4.4914 -0.5279 -1.1976 -0.4795
Br 1.9361 -0.4046 -8.3993 -0.1669
C 2.5781 -1.0388 -6.6338 -0.6074
C 1.5567 -0.5622 -5.5300 0.1193
Br 1.6894 1.5122 -5.2739 -0.1482
H 3.5437 -0.6037 -6.3760 0.3390
H 2.5372 -2.1275 -6.6673 0.4596
H 1.7330 -0.9569 -4.5294 -0.2855
H 0.5629 -0.8699 -5.8553 0.1628
Br -6.8498 -4.0212 3.1136 -0.1953
C -6.2502 -5.4848 1.8821 -0.6279
C -4.9399 -5.1272 1.1502 -0.1190
Br -4.8607 -6.3886 -0.4228 -0.1375
H -7.0994 -5.5402 1.2010 0.4331
H -6.1155 -6.3917 2.4716 0.3815
H -4.1120 -5.3274 1.8304 0.2600
H -4.9228 -4.1211 0.7314 -0.0067
Br -4.4070 -4.5158 5.5523 -0.1983
C -3.0421 -3.0763 5.2264 -0.3761
C -1.9678 -3.7328 4.3081 -0.4796
Br -0.3326 -2.5049 4.2496 -0.0398
H -2.6479 -2.8130 6.2079 0.3708
H -3.5632 -2.2105 4.8179 0.1840
H -2.2615 -3.9458 3.2803 0.0189
H -1.6563 -4.6144 4.8683 0.5250
Br -2.6061 5.0571 0.9609 -0.0922
C -2.3974 5.3003 2.8776 -0.4979
C -3.3404 4.3283 3.5314 -0.4532
Br -3.1623 4.3162 5.4902 -0.1892
H -2.6398 6.3588 2.9722 0.4555
H -1.3637 5.2234 3.2146 0.2389
H -3.0995 3.2980 3.2697 0.0551
H -4.3952 4.4765 3.3000 0.4601
Br -4.1597 1.7937 -1.7548 -0.1528
C -4.1144 0.4706 -0.3056 0.2320
C -4.1240 1.3372 0.9351 -0.4067
Br -4.0883 0.1122 2.4935 -0.1917
H -3.2396 -0.1572 -0.4748 -0.4718
H -5.0496 -0.0681 -0.4584 0.2268
H -4.9908 1.9885 1.0473 0.4962
H -3.2191 1.9434 0.9763 0.0670
Br 8.6743 2.1538 3.1101 -0.1670
C 7.2651 1.4805 1.9013 -0.5084
C 6.5232 0.3127 2.6025 -0.0119
Br 7.7170 -1.3176 2.8839 -0.1611
H 7.7637 1.1854 0.9780 0.4154
H 6.5728 2.3192 1.8280 0.2623
H 5.6329 0.0158 2.0482 -0.2612
H 6.0718 0.6309 3.5423 0.4080
Br 0.6531 0.6941 9.6583 -0.1512
C -1.1361 1.0163 9.1381 -0.4960
C -1.0281 1.7473 7.7669 -0.6481
Br -0.6870 0.4226 6.3433 0.0297
H -1.6874 1.4941 9.9480 0.4123
H -1.6623 0.0785 8.9602 0.2908
H -0.1902 2.4427 7.7179 0.4027
H -1.9750 2.2779 7.6668 0.1870
Br -2.0898 -1.9961 -4.7427 -0.0833
C -3.0369 -2.1573 -3.0146 1.1089
C -4.5551 -2.2232 -3.2137 -0.6106
Br -5.4217 -2.4966 -1.5158 -0.1676
H -2.7734 -1.2341 -2.4985 -0.2786
H -2.7038 -2.9839 -2.3870 -0.8963
H -4.7227 -3.0271 -3.9305 0.5339
H -4.8309 -1.3247 -3.7657 0.4368
Br 5.6134 -6.1379 -1.7908 -0.1590
C 3.9016 -5.1422 -1.7349 -0.0173
C 3.9551 -3.7825 -2.5156 -0.7185
Br 2.1254 -2.8585 -2.4048 0.0604
H 3.6760 -4.9604 -0.6841 -0.2577
H 3.1755 -5.7715 -2.2496 0.3666
H 4.2700 -3.8441 -3.5573 0.4867
H 4.6116 -3.0136 -2.1082 0.2453
Br -1.7041 6.7970 -3.2160 -0.1195
C -2.4760 5.0870 -3.6656 -0.3153
C -3.9611 5.3141 -3.7133 -0.5758
Br -4.3908 6.3320 -5.4156 -0.1798
H -2.1367 4.5038 -2.8095 0.2241
H -2.1792 4.7417 -4.6559 0.2028
H -4.3329 5.8043 -2.8135 0.4837
H -4.5068 4.3777 -3.8295 0.2647
Br 0.2053 0.2947 -1.9719 0.1801
C 0.4643 0.2337 0.0045 0.2815
C 0.3294 -1.1952 0.6831 0.3948
Br -1.3978 -2.0726 0.1682 0.2849
H -0.3321 0.8741 0.3833 0.1624
H 1.4179 0.6917 0.2671 -0.4364
H 0.2859 -0.9953 1.7537 0.1697
H 1.1882 -1.7678 0.3327 -0.5105
```

[3]
Below is a 18-piece molecular cluster, C36H72Cl36 overall in a non-equilibrium geometry, with properties calculated with ωB97M-V with the def2-TZVPD basis set.

Output
E_HOMO ... -0.37477 hartree
Molecular weight ... 1781.28 g mol⁻¹
Energy above the lowest of the compared OMol25 structures with the same formula, charge and spin ... 103.7 kJ/mol
HOMO-LUMO gap ... 10.288 eV

```
144
Properties=species:S:1:pos:R:3:mulliken_charge:R:1
Cl -0.7712 -5.7201 0.9993 -0.0023
C -1.8156 -6.9895 1.7708 -0.6873
C -1.1290 -7.6934 2.9864 -0.5264
Cl -0.8565 -6.4665 4.2567 -0.1215
H -2.1671 -7.7390 1.0616 0.3959
H -2.7100 -6.4717 2.1170 0.2874
H -0.2297 -8.2703 2.7707 0.3243
H -1.8118 -8.4804 3.3063 0.3467
Cl -4.1390 -2.7656 -2.4790 -0.1449
C -4.9636 -1.3613 -3.2476 -0.1678
C -4.3153 -1.0629 -4.5956 -0.5332
Cl -2.7877 -0.2992 -4.2580 -0.0898
H -4.9058 -0.4675 -2.6265 -0.0018
H -6.0185 -1.5280 -3.4659 0.3784
H -4.8835 -0.3378 -5.1784 0.3463
H -4.0711 -2.0133 -5.0702 0.1798
Cl -1.4253 7.3521 -1.3947 -0.2200
C -0.2293 6.2082 -0.8157 0.4430
C 0.2629 6.6149 0.5376 0.0393
Cl 1.0234 8.2138 0.6133 -0.1952
H 0.6203 6.2090 -1.4986 0.2384
H -0.7163 5.2336 -0.8499 -0.3144
H 0.9605 5.8885 0.9544 -0.0236
H -0.5762 6.6163 1.2333 0.0619
Cl 1.5808 -5.6239 -2.0688 -0.1601
C 2.6898 -4.6019 -1.0982 -0.0313
C 4.0913 -4.4221 -1.7039 -0.3853
Cl 4.1524 -3.6986 -3.3562 -0.1360
H 2.7863 -5.1319 -0.1507 0.4950
H 2.2198 -3.6325 -0.9321 -0.2754
H 4.5095 -5.4170 -1.8570 0.4369
H 4.7776 -3.8954 -1.0408 0.0402
Cl -4.7939 -2.1731 1.4503 -0.1555
C -3.2542 -3.0415 1.2265 -0.0243
C -2.1134 -2.5592 2.1735 0.2247
Cl -2.5415 -2.9157 3.9064 -0.2303
H -2.8723 -3.0022 0.2063 0.0759
H -3.5013 -4.0795 1.4494 0.1143
H -2.1388 -1.4695 2.1817 -0.0015
H -1.0569 -2.7588 1.9945 -0.0240
Cl -6.3569 2.9371 3.0646 -0.1465
C -7.3829 2.6860 1.6754 -0.4226
C -7.1634 1.2447 1.0400 -0.1495
Cl -7.9628 -0.0787 1.9430 -0.1835
H -7.1524 3.4826 0.9680 0.2086
H -8.4432 2.8439 1.8724 0.3832
H -6.1004 1.0211 0.9502 0.0183
H -7.5446 1.2647 0.0190 0.2956
Cl -1.3816 -6.9295 -3.8398 -0.2234
C -1.1567 -5.2390 -4.3988 -0.1958
C -2.3345 -4.8401 -5.2003 -0.3620
Cl -2.0745 -3.4290 -6.1420 -0.1562
H -0.2586 -5.4105 -4.9921 0.2384
H -0.9141 -4.6056 -3.5456 0.1566
H -3.2027 -4.6837 -4.5602 0.2347
H -2.5080 -5.6545 -5.9038 0.3612
Cl 2.1531 6.5056 4.2495 -0.1678
C 0.8353 5.3813 4.4575 0.3721
C 0.7175 4.8588 5.8921 -0.4351
Cl 2.0279 3.6560 6.2521 -0.1739
H 1.0240 4.5314 3.8017 -0.1949
H -0.1065 5.9103 4.3118 0.0107
H -0.2321 4.3347 6.0000 0.1846
H 0.7570 5.6905 6.5955 0.4385
Cl 2.3978 3.0104 1.5356 0.1039
C 3.8062 2.7327 0.4608 -0.2849
C 4.8749 3.7691 0.5507 -0.4348
Cl 4.3954 5.2392 -0.2785 -0.1788
H 3.4125 2.6607 -0.5531 0.2967
H 4.1715 1.7259 0.6636 -0.1379
H 5.8177 3.4847 0.0834 0.2963
H 5.1445 3.9214 1.5958 0.3558
Cl 1.7784 -0.3783 -3.6872 -0.0774
C 1.0171 -1.8913 -4.3040 0.4406
C 1.5753 -2.2278 -5.6979 -0.3263
Cl 0.9668 -1.0343 -6.9009 -0.2103
H -0.0644 -1.7700 -4.2438 -0.0996
H 1.2536 -2.7397 -3.6619 -0.3215
H 1.2445 -3.1885 -6.0923 0.2718
H 2.6643 -2.1803 -5.6999 0.2368
Cl -4.1491 4.8931 -4.2694 -0.2075
C -4.5659 3.9702 -2.7247 -0.5026
C -3.7634 2.6972 -2.6407 -0.2458
Cl -2.0928 3.0880 -2.3738 0.1798
H -5.6419 3.8150 -2.6455 0.4281
H -4.2588 4.6734 -1.9506 0.1499
H -3.8056 2.2516 -3.6345 0.2719
H -4.1305 1.9608 -1.9258 0.0126
Cl 3.8319 -1.2060 5.2976 -0.1276
C 2.4671 -0.0703 5.3432 -0.5071
C 1.5838 -0.1751 4.0797 0.1103
Cl 0.1819 1.0118 4.0270 -0.1414
H 2.9617 0.9010 5.3441 0.2297
H 1.9376 -0.2244 6.2834 0.3689
H 1.0804 -1.1418 4.0654 -0.0807
H 2.1861 -0.0484 3.1801 0.0674
Cl -4.2827 5.1439 1.7199 -0.1495
C -3.3262 5.1552 3.2913 -0.6159
C -2.5052 3.8741 3.2321 -0.5285
Cl -1.2477 3.8818 1.8462 0.0686
H -3.9977 5.2081 4.1483 0.4326
H -2.5792 5.9466 3.3528 0.3152
H -3.0563 2.9406 3.1188 0.3527
H -1.9572 3.7832 4.1700 0.0979
Cl 4.0310 -4.7308 5.8530 -0.1707
C 2.2746 -5.2314 6.1096 -0.4389
C 1.3072 -4.0537 5.6362 -0.8586
Cl 1.4988 -3.6480 3.8543 0.1506
H 2.1698 -5.5308 7.1524 0.4265
H 2.0653 -6.0519 5.4233 0.2087
H 1.4941 -3.1644 6.2382 0.3058
H 0.2503 -4.1579 5.8815 0.4445
Cl 6.7264 -3.9237 3.0742 -0.2112
C 5.3581 -3.2312 2.1766 0.4612
C 5.5159 -1.7209 1.8904 -0.7061
Cl 4.2091 -1.0567 0.8421 -0.0409
H 4.4693 -3.4125 2.7810 -0.1027
H 5.2310 -3.8390 1.2807 -0.0706
H 6.4808 -1.5691 1.4066 0.3731
H 5.4788 -1.1346 2.8085 0.2928
Cl 0.0455 3.6195 -6.7339 -0.2066
C -0.6212 4.2905 -5.2313 -0.0296
C 0.3787 5.1952 -4.5052 -0.0973
Cl 1.8313 4.3835 -3.9708 -0.1189
H -1.0763 3.4795 -4.6628 -0.0637
H -1.4530 4.9117 -5.5634 0.1761
H -0.1908 5.5666 -3.6532 -0.0487
H 0.6354 5.9855 -5.2106 0.3714
Cl 0.3321 -1.6515 -0.3637 0.0476
C 0.2835 0.0896 -0.6842 -0.4082
C -0.5088 0.8592 0.3848 0.4726
Cl -2.2830 0.9680 0.0904 0.0172
H -0.2437 0.3453 -1.6034 0.2331
H 1.3010 0.4656 -0.7902 0.1402
H -0.0902 1.8630 0.4582 -0.2645
H -0.3896 0.3173 1.3230 -0.3025
Cl 5.8056 1.1014 -1.8785 -0.1743
C 5.4242 -0.1565 -3.0071 0.4286
C 6.0348 0.3055 -4.3706 -0.5237
Cl 5.6213 -0.6723 -5.6885 -0.1833
H 4.3668 -0.3648 -3.1697 -0.4038
H 5.7511 -1.1136 -2.6007 0.2144
H 7.1134 0.2006 -4.2533 0.3466
H 5.9264 1.2792 -4.8482 0.3367
```